[1]
108
Properties=species:S:1:pos:R:3:forces:R:3:lowdin_charge:R:1 method="wB97M-V/def2-TZVPD" de_lowest_kj_mol=189.34 lumo_energy_ev=0.770 max_force_ha_per_bohr=0.07082 smiles=COCCNCCOC.COCCNCCOC.COCCNCCOC.CCO.CCO.CCO.CCO orbital_gap_ha=0.3538 total_charge=0 e_tot_ha=-1948.42946
O 18.932 18.975 11.993 0.242 -1.050 0.012 -0.084
O 12.962 12.350 10.007 0.639 0.325 -0.224 -0.228
O 10.436 16.749 11.997 1.531 0.084 -2.571 -0.089
O 17.162 13.493 16.216 0.310 0.221 -2.006 -0.194
O 16.513 10.447 13.670 -0.385 -0.781 -0.428 -0.229
O 10.241 9.588 10.856 0.030 -1.278 0.014 -0.230
O 16.919 17.453 15.496 0.350 0.338 -0.515 -0.082
O 12.397 15.618 13.873 -1.499 0.226 -0.893 -0.102
O 19.435 8.582 18.946 0.154 -0.861 0.150 -0.196
O 8.734 14.212 13.110 -2.072 0.287 -0.384 -0.198
N 18.458 11.438 18.883 1.152 -0.921 -0.732 -0.043
N 15.830 11.611 11.069 -0.853 0.816 1.381 -0.036
N 9.803 11.560 13.084 1.125 -0.595 -0.841 -0.045
C 13.754 15.389 13.655 1.135 1.625 1.615 -0.334
C 17.713 10.220 18.840 -0.870 -1.408 0.341 -0.247
C 20.134 7.595 19.727 -0.813 0.833 -0.202 -0.091
C 11.815 12.369 9.194 0.018 -0.722 0.814 -0.103
C 9.323 13.563 14.183 1.695 1.582 2.808 -0.292
C 15.337 12.670 10.164 0.525 -1.549 -0.502 -0.197
C 11.876 16.258 10.089 1.528 0.976 1.614 -0.089
C 14.480 16.672 13.188 -0.225 -0.565 0.465 -0.073
C 7.428 14.811 13.508 2.060 -0.332 -0.032 -0.038
C 9.577 8.590 10.089 1.423 0.948 -0.477 -0.103
C 17.756 12.468 18.163 1.235 -0.111 -0.253 -0.218
C 14.193 12.124 9.312 -0.885 1.222 -0.020 -0.196
C 20.274 16.883 12.067 -1.231 -0.853 1.529 -0.098
C 15.234 10.231 12.978 1.146 -1.987 0.523 -0.205
C 10.446 12.619 13.875 -1.353 -0.940 -0.582 -0.210
C 17.946 12.412 16.671 -0.226 -0.120 -0.361 -0.230
C 19.703 18.075 12.818 1.011 0.895 0.584 -0.321
C 14.849 11.441 12.208 1.785 -0.467 -1.028 -0.199
C 18.341 9.121 19.661 1.109 1.128 -1.167 -0.237
C 17.350 13.732 14.803 1.580 1.733 0.630 -0.081
C 18.866 16.798 16.656 -0.143 -0.672 -1.562 -0.076
C 10.835 10.540 12.854 -0.587 -0.970 -1.316 -0.220
C 10.498 16.140 10.619 -1.560 2.119 0.753 -0.248
C 10.324 9.233 12.237 -1.304 0.769 -0.121 -0.208
C 17.359 17.016 16.759 0.387 -0.489 1.003 -0.322
C 17.023 9.251 14.280 -0.091 0.144 1.305 -0.126
H 14.275 16.898 12.155 -0.023 0.110 -0.498 0.051
H 16.720 12.394 18.372 -1.123 -0.043 0.212 0.113
H 19.168 17.783 13.756 0.205 0.184 -0.871 0.096
H 20.956 16.365 12.807 -0.867 0.225 -0.913 0.094
H 6.740 14.189 14.089 0.332 -0.595 -0.508 0.090
H 12.224 17.313 9.942 -0.547 -0.764 0.194 0.101
H 19.386 17.650 16.181 -0.465 -0.335 0.028 0.074
H 9.973 7.567 10.170 0.402 0.356 -0.042 0.094
H 16.327 8.947 15.103 0.256 -0.080 -0.700 0.086
H 17.276 12.864 14.191 -0.449 -1.047 -0.233 0.049
H 12.038 15.740 9.176 -0.018 -0.623 -0.804 0.061
H 11.563 10.834 12.084 0.233 0.379 0.343 0.106
H 11.370 11.375 9.105 0.089 -0.096 -0.243 0.082
H 11.377 10.307 13.746 0.153 0.135 0.866 0.101
H 13.917 11.221 11.752 -1.089 0.054 -0.246 0.082
H 7.620 15.660 14.148 0.243 0.478 0.193 0.080
H 14.213 15.172 14.663 -0.637 -0.156 -0.850 0.121
H 20.741 7.039 19.026 0.339 -0.055 0.090 0.080
H 16.725 10.349 19.242 -0.555 0.540 0.653 0.115
H 14.981 13.575 10.645 -0.026 0.310 0.273 0.108
H 9.817 14.347 14.832 -0.730 -0.439 -0.110 0.135
H 10.790 12.082 14.797 -0.158 1.054 -0.527 0.139
H 16.708 11.887 11.519 -0.225 -0.006 -0.428 0.100
H 19.465 16.220 11.683 0.731 0.227 0.290 0.081
H 15.548 16.521 13.332 0.177 0.203 -0.161 0.052
H 11.935 12.836 8.232 0.409 0.179 -0.552 0.082
H 13.939 14.541 13.026 0.157 -0.539 -0.646 0.077
H 17.632 8.381 19.860 -1.279 -1.495 0.327 0.099
H 16.854 16.087 17.032 0.166 -0.337 -0.175 0.098
H 17.112 17.663 17.603 -0.002 0.718 -0.288 0.107
H 11.158 12.962 9.775 -1.193 0.627 0.333 0.062
H 9.491 11.955 12.173 0.358 -0.486 0.882 0.124
H 14.459 9.913 13.714 0.422 0.369 -0.242 0.123
H 18.086 13.409 18.534 0.267 1.036 0.141 0.109
H 11.023 8.393 12.384 -0.167 0.196 -0.003 0.121
H 14.778 12.324 12.831 -0.101 0.323 0.234 0.109
H 11.939 15.983 13.059 0.749 -0.375 1.088 0.069
H 12.522 15.830 10.881 0.106 0.040 -0.666 0.067
H 17.179 8.396 13.590 -0.215 0.601 0.092 0.086
H 9.876 16.231 12.538 -1.209 -1.196 0.768 0.024
H 8.589 13.022 14.769 -0.281 -0.130 0.130 0.115
H 9.636 8.999 9.081 -0.102 -0.573 -0.203 0.089
H 19.307 11.184 18.343 -0.278 0.662 0.707 0.127
H 8.581 8.556 10.396 -1.972 -0.157 0.412 0.058
H 16.166 12.906 9.498 0.009 0.214 -0.046 0.115
H 20.635 18.627 13.092 -0.698 -0.087 0.383 0.109
H 11.271 13.121 13.363 0.210 -0.010 0.081 0.112
H 16.650 14.507 14.469 0.006 -0.265 0.274 0.071
H 20.713 8.156 20.468 0.236 -0.484 0.085 0.088
H 9.811 16.740 9.983 0.186 -0.365 0.431 0.117
H 9.271 8.939 12.580 1.352 0.334 -0.077 0.141
H 10.122 15.134 10.624 -0.012 -0.588 0.302 0.092
H 17.449 9.835 17.842 0.560 -0.045 -0.216 0.117
H 18.994 15.876 16.029 0.198 0.902 0.335 0.069
H 14.137 12.694 8.360 0.171 -0.370 0.282 0.122
H 18.372 19.491 12.569 -0.151 0.112 0.175 0.068
H 17.550 11.454 16.279 0.147 0.308 -0.054 0.109
H 20.870 17.238 11.275 0.702 0.310 -1.165 0.047
H 7.042 15.150 12.579 -0.733 0.195 -0.623 0.074
H 17.992 9.431 14.840 -0.949 0.274 -1.051 0.092
H 14.149 17.537 13.787 0.096 -0.428 -0.106 0.084
H 19.398 16.616 17.564 -0.088 -0.171 0.947 0.058
H 18.689 9.526 20.590 0.200 0.397 0.785 0.119
H 18.405 14.152 14.578 -1.335 -0.516 0.591 0.105
H 19.015 12.484 16.330 -0.653 0.173 0.435 0.142
H 15.364 9.352 12.250 -0.119 1.152 0.880 0.143
H 14.237 11.065 9.121 0.634 -0.514 -0.268 0.122
H 19.440 6.894 20.239 0.252 0.394 -0.272 0.092
H 16.021 17.775 15.513 -0.376 0.000 0.220 0.071

[2]
129
Properties=species:S:1:pos:R:3:forces:R:3:lowdin_charge:R:1 method="wB97M-V/def2-TZVPD" de_lowest_kj_mol=482.46 lumo_energy_ev=1.410 max_force_ha_per_bohr=0.06851 orbital_gap_ha=0.3402 total_charge=-1 e_tot_ha=-3465.16109
O 4.881 -2.823 4.898 0.116 -0.075 0.305 -0.057
O 2.058 -0.803 0.210 2.677 0.400 -0.649 0.225
O 8.026 -0.908 -3.723 -0.185 0.800 0.036 -0.080
O 8.462 -1.210 -0.948 -0.143 -0.935 0.211 -0.071
O -1.541 4.349 -6.687 0.702 -0.982 -1.912 -0.075
O -0.021 0.044 -0.096 -0.216 -0.636 0.748 0.199
O 0.251 5.914 -4.963 -0.170 1.427 0.718 -0.069
O -1.876 -3.558 -5.605 1.386 -1.193 -0.108 -0.071
O -7.029 2.663 -2.960 0.208 2.255 1.865 -0.069
O 3.423 9.365 -0.130 -0.760 0.731 -0.037 -0.069
O 2.691 1.924 -3.253 -0.618 -0.916 2.060 0.119
O 2.763 3.481 -0.809 0.606 1.816 0.139 0.169
O -5.595 -2.491 7.315 0.469 -0.005 -1.702 -0.074
O -4.313 -6.374 -3.046 1.386 -0.268 -1.378 -0.055
O -1.103 -1.536 1.207 2.277 1.388 -1.555 0.095
O -0.385 -3.966 9.545 -0.418 -0.252 0.684 -0.062
O 0.778 10.691 -0.830 0.148 1.391 -0.535 -0.083
O -5.323 0.241 -1.675 0.096 -0.006 0.561 -0.048
O -1.379 -8.227 1.198 -0.077 0.235 -1.827 -0.040
O 8.982 5.434 -3.193 0.146 -0.179 0.000 -0.053
O 1.630 0.402 -1.908 0.712 0.948 1.080 0.208
O 1.871 1.667 0.095 -0.802 -1.211 0.777 0.241
O -3.905 3.298 2.705 0.626 0.438 -0.272 -0.055
O 0.398 -3.762 -7.549 1.071 -0.737 -1.171 -0.077
O -1.576 -10.173 3.482 0.658 -1.042 -0.073 -0.052
O -3.272 6.291 2.140 -0.566 0.007 -0.106 -0.082
O 1.658 -2.380 1.785 -0.463 0.794 -1.873 0.113
O -5.960 -3.982 -2.749 -0.120 0.093 -0.788 -0.056
O 5.361 3.061 3.439 0.280 0.015 0.100 -0.055
O -5.509 -3.934 3.828 -1.633 -0.447 1.679 -0.083
O 0.267 -5.531 7.487 0.811 -1.589 0.494 -0.087
O 11.100 5.135 -0.917 0.111 -1.015 0.332 -0.070
C 7.064 -1.577 -2.906 1.149 -1.254 -0.404 -0.240
C -2.455 5.328 2.783 0.017 -0.445 0.361 -0.232
C -2.701 3.883 2.213 0.746 1.377 0.428 -0.221
C 8.815 5.021 -1.856 0.703 0.375 1.705 -0.238
C -5.832 -3.941 5.270 1.769 1.243 0.457 -0.194
C -0.658 -4.344 -5.467 1.818 1.216 0.679 -0.224
C -0.334 -3.467 8.246 -1.040 -0.416 -1.233 -0.246
C -6.611 1.411 -3.344 0.034 -1.298 -1.250 -0.270
C -5.442 -2.526 5.866 -1.013 -1.188 -0.476 -0.225
C -2.421 -9.118 3.176 -0.488 1.270 -0.151 -0.276
C -4.812 -5.924 -1.837 -0.783 -0.723 0.331 -0.279
C 1.313 -1.586 0.918 0.130 -0.109 2.222 -0.409
C -1.685 -7.969 2.513 -0.216 0.068 0.987 -0.286
C -1.017 6.310 -5.490 -0.107 -2.134 0.319 -0.221
C 0.587 -3.679 -6.161 -3.153 0.498 0.274 -0.236
C -0.085 -1.058 0.688 -3.412 -0.381 0.789 -0.342
C 2.289 1.546 -2.158 -0.270 0.111 -2.851 -0.360
C 7.129 -1.145 -1.453 -0.041 1.578 -0.819 -0.234
C 2.261 9.651 0.666 -0.483 -1.399 0.623 -0.224
C -5.194 0.976 -2.852 -1.420 1.024 -1.498 -0.242
C -0.725 -4.586 7.220 1.093 1.309 0.080 -0.231
C -6.108 -5.204 -2.066 -0.042 0.950 1.219 -0.264
C 2.336 2.387 -0.889 0.279 -0.954 -0.403 -0.447
C 9.821 5.727 -0.881 -0.543 0.961 -1.614 -0.247
C 0.908 9.503 -0.092 1.013 0.417 -0.785 -0.235
C -1.927 5.058 -5.565 0.268 1.294 -0.523 -0.270
B 1.401 0.367 -0.416 -0.908 -1.266 -0.402 -0.809
H -4.590 -3.693 3.692 0.145 0.022 0.379 0.073
H -2.305 -7.075 2.576 -0.160 0.016 -0.391 0.123
H -4.050 -5.333 -1.328 -0.066 0.274 -0.191 0.128
H -2.656 5.368 3.854 -0.536 -0.366 0.125 0.109
H -0.550 -4.268 6.193 -0.484 0.575 -0.097 0.116
H 6.870 -0.087 -1.442 -0.507 0.121 0.173 0.117
H -2.925 -8.763 4.074 -0.149 0.138 0.207 0.113
H 0.280 -6.247 6.847 -0.143 0.046 -0.013 0.091
H -2.372 -3.914 -4.864 -0.687 0.314 -0.049 0.071
H -0.745 -9.782 3.762 0.161 -0.163 0.186 0.083
H -1.732 -4.990 7.330 -0.134 0.158 0.286 0.115
H -5.296 -4.714 5.822 0.971 0.022 -0.257 0.099
H -6.817 -4.261 5.608 -0.712 0.632 -1.385 0.112
H -4.459 -2.274 5.468 0.614 -0.236 0.672 0.105
H -1.771 4.360 -4.742 -0.463 0.741 0.817 0.125
H 9.085 4.650 -3.738 0.017 0.076 -0.059 0.085
H 4.935 3.191 2.592 -0.128 -0.004 -0.291 0.027
H 0.543 -2.614 -5.932 0.332 0.057 0.668 0.116
H -0.776 -7.690 3.046 0.278 -0.145 0.532 0.116
H 8.965 -0.478 -1.311 -0.180 0.121 -0.023 0.077
H 8.908 3.946 -1.705 0.217 -0.156 -0.269 0.115
H 1.031 8.681 -0.798 -0.034 -0.439 0.130 0.113
H -2.787 3.998 1.133 0.166 -0.074 -0.319 0.111
H -6.674 1.478 -4.431 0.651 -0.868 -0.403 0.110
H 0.692 -3.147 8.066 -0.074 0.242 -0.588 0.118
H 1.512 -4.112 -5.780 -0.022 -0.183 -0.573 0.118
H 2.358 10.610 1.175 0.053 0.202 -0.588 0.116
H -2.941 5.410 -5.755 -0.434 -0.069 0.752 0.112
H 9.995 6.734 -1.260 -0.548 0.361 -0.284 0.108
H 7.397 -2.614 -2.962 -0.507 -0.512 0.259 0.112
H 6.103 -1.510 -3.415 -0.075 0.320 0.419 0.125
H 8.890 -1.231 -3.458 0.045 -0.049 -0.012 0.071
H -6.052 -1.756 5.393 -0.540 -0.087 0.103 0.111
H -0.301 -3.170 -7.837 -0.037 0.048 0.351 0.085
H -0.035 9.377 0.440 0.443 -0.398 0.892 0.113
H -5.503 -1.553 7.499 -0.034 0.048 0.495 0.074
H -1.567 7.016 -4.869 0.764 0.136 0.610 0.110
H 4.656 3.156 4.079 -0.167 -0.019 0.156 0.027
H -4.741 0.396 -3.656 -0.042 -0.389 -0.047 0.110
H -7.355 0.678 -3.033 0.175 -0.472 0.169 0.115
H -4.727 -7.190 -3.336 -0.130 0.083 0.213 0.089
H 4.119 -3.184 4.445 -0.265 -0.033 -0.157 0.026
H -3.679 5.857 1.386 -0.027 0.218 -0.171 0.066
H -5.021 -6.775 -1.188 -0.030 -0.142 0.367 0.116
H 3.425 8.412 -0.241 0.136 -0.076 -0.148 0.080
H 2.310 8.914 1.467 -0.484 -0.090 0.331 0.106
H -1.447 5.743 2.763 0.489 -0.717 -0.663 0.108
H 5.432 -2.473 4.199 0.111 0.135 -0.178 0.029
H -6.821 -5.827 -2.607 0.136 0.008 -0.201 0.121
H 0.042 -4.824 9.483 0.167 -0.272 0.253 0.071
H 11.638 5.478 -0.200 -0.052 0.052 0.007 0.080
H 0.137 10.647 -1.543 -0.030 -0.366 0.106 0.083
H -1.055 -2.655 8.151 0.216 0.215 0.127 0.116
H -3.183 -9.435 2.465 -0.015 -0.290 0.069 0.124
H -4.511 0.304 -1.166 0.106 -0.055 0.077 0.092
H -0.900 6.791 -6.461 -0.120 -0.256 -0.271 0.113
H 6.406 -1.687 -0.842 0.425 -0.171 0.166 0.124
H -4.596 1.887 -2.817 0.138 0.133 0.638 0.117
H -5.625 -3.301 -2.161 0.029 -0.056 0.151 0.085
H -7.789 2.981 -3.452 0.105 -0.379 -0.082 0.087
H 7.814 5.259 -1.495 -0.168 0.272 -0.161 0.110
H -0.776 -8.962 1.061 -0.005 -0.078 0.449 0.095
H -4.563 3.797 2.216 -0.616 -0.275 0.299 0.076
H 0.612 5.094 -5.308 -0.530 -0.068 -0.468 0.086
H -0.719 -5.397 -5.744 -0.474 0.071 -0.475 0.112
H -6.535 -4.995 -1.085 -0.325 -0.134 0.269 0.115
H -2.131 3.601 -6.809 0.095 -0.092 -0.020 0.089
H -1.831 3.251 2.387 -0.290 -0.184 0.298 0.120
H -0.352 -4.332 -4.421 -0.283 -0.109 0.425 0.105
H 9.375 5.902 0.098 0.103 -0.759 0.337 0.111